Density functional theory data (ωB97M-V/def2-TZVPD) for a 12-piece molecular cluster, C72H180N12O24 overall.

Results
Structure (SMILES)   COCCNCCOC.COCCNCCOC.COCCNCCOC.COCCNCCOC.COCCNCCOC.COCCNCCOC.COCCNCCOC.COCCNCCOC.COCCNCCOC.COCCNCCOC.COCCNCCOC.COCCNCCOC
Orbital gap   8.272 eV
Total energy   -5313.05089 Ha
Energy above the lowest of the compared OMol25 structures with the same formula, charge and spin   1162.0 kJ/mol

Geometry as XYZ:
```
288
Properties=species:S:1:pos:R:3:forces:R:3
C 3.642262 2.371030 -7.874773 -0.89 0.71 -0.88
O 4.248852 3.307110 -6.988013 0.90 -2.50 1.02
C 4.627412 2.543220 -5.820983 0.74 1.99 2.44
C 5.586732 3.384420 -4.903853 0.26 0.55 -0.32
N 6.752592 3.803770 -5.659513 0.23 0.13 -1.27
C 7.170582 5.146570 -5.276843 0.00 0.00 -0.19
C 7.964852 5.953850 -6.343793 -0.81 0.47 1.46
O 7.082682 6.364960 -7.414893 -0.17 -1.43 1.15
C 7.533972 7.414790 -8.219233 0.66 -0.74 -0.62
H 3.282982 1.427540 -7.463863 0.22 0.10 0.69
H 4.283352 2.083190 -8.707993 0.21 0.30 -0.06
H 2.746062 2.880490 -8.228863 0.02 -0.11 -0.48
H 5.208662 1.622230 -5.865883 -0.13 -0.27 -1.47
H 3.720572 2.300690 -5.266983 -0.15 -0.03 0.11
H 5.979562 2.887640 -4.016723 -0.46 -1.05 -0.03
H 5.238242 4.306560 -4.438763 -1.35 0.07 -0.30
H 6.567222 3.741400 -6.650403 -0.22 0.26 -0.11
H 7.659312 4.923460 -4.328443 1.08 0.86 -0.05
H 6.343242 5.774500 -4.946213 -0.59 0.16 -0.36
H 8.886622 5.394940 -6.505213 -0.05 -0.17 -1.38
H 8.301392 6.881110 -5.880083 0.07 0.11 0.38
H 6.844722 7.552840 -9.052293 -0.25 -0.09 0.22
H 8.457752 7.041400 -8.661163 0.48 0.72 -0.20
H 7.651532 8.371170 -7.709713 0.18 -0.01 0.29
C -4.603488 5.187800 -0.165083 -0.70 -0.40 -0.43
O -4.344318 3.880750 -0.730873 0.16 1.37 0.16
C -4.454948 3.855910 -2.182013 0.70 -1.39 1.39
C -4.197698 2.367060 -2.539013 -1.17 1.64 -0.47
N -5.396438 1.595350 -2.167773 1.75 -1.82 -0.77
C -5.050368 0.125450 -2.054403 0.41 1.07 1.53
C -4.106928 -0.219750 -0.836113 -1.19 0.62 -1.70
O -4.913848 0.060850 0.271887 -0.22 -0.83 0.02
C -4.192868 -0.026060 1.445957 0.98 1.71 1.14
H -4.354818 5.376230 0.879307 0.55 -1.21 0.11
H -5.684408 5.327830 -0.154723 -0.17 0.43 -0.51
H -4.073468 5.987420 -0.682563 -0.18 -0.03 -0.53
H -3.732818 4.536400 -2.633193 0.24 0.02 0.04
H -5.448888 4.127820 -2.537323 -0.23 0.07 0.19
H -3.231528 1.999490 -2.193303 -0.02 0.09 0.69
H -4.077638 2.383850 -3.622253 -0.31 -0.42 -0.31
H -5.769938 1.845550 -1.263343 0.33 0.35 0.22
H -4.572408 -0.304860 -2.934453 -0.52 0.31 -0.39
H -6.010198 -0.309700 -1.776033 0.16 -0.64 -0.49
H -3.178088 0.350360 -0.818013 0.05 0.51 0.03
H -3.771228 -1.252670 -0.928143 -0.31 -0.44 0.34
H -3.488478 0.805450 1.468467 0.69 0.23 -0.24
H -3.573048 -0.910930 1.590627 -0.48 -0.50 0.02
H -4.793268 0.277300 2.303627 -0.51 -0.85 -0.06
C 2.519582 9.512450 0.157737 0.21 -0.23 -1.22
O 1.470762 9.715440 1.019927 -1.73 0.30 1.51
C 0.494662 10.768390 0.792507 0.49 -0.52 -0.32
C -0.629818 10.587190 1.826397 0.74 0.43 0.23
N -1.302648 9.368380 1.499477 -1.15 0.16 -0.51
C -2.326768 8.793470 2.415257 1.98 -1.39 -1.41
C -2.587968 7.331580 1.872237 -0.28 1.84 2.11
O -1.391078 6.659310 2.153607 0.98 1.98 0.47
C -1.317978 5.511500 1.461897 -0.90 -2.88 -0.97
H 3.169362 10.370780 -0.013043 0.17 0.30 0.39
H 2.171112 9.225150 -0.834293 -0.20 -0.11 -0.36
H 3.088722 8.660880 0.530577 0.15 0.18 0.13
H 0.027772 10.643040 -0.184423 0.20 0.03 -0.35
H 1.057162 11.701200 0.831917 -0.38 0.35 0.17
H -1.358768 11.394390 1.898347 0.19 0.36 -0.52
H -0.103098 10.610640 2.780397 0.00 -0.36 0.65
H -0.561908 8.712260 1.297237 -0.35 -0.64 0.28
H -3.244558 9.349850 2.605567 0.20 0.33 -0.57
H -1.786068 8.652240 3.351097 -0.54 -0.22 0.62
H -2.932758 7.202010 0.846357 0.43 0.53 -0.22
H -3.381698 6.947450 2.512967 -0.27 -0.47 0.10
H -0.443608 4.876430 1.604277 0.38 0.63 0.44
H -1.443518 5.623530 0.384967 0.06 0.24 -0.32
H -2.164238 4.918730 1.809117 -0.24 -0.80 -0.28
C 1.792612 -4.321620 5.953857 -0.35 -0.13 -0.43
O 0.679772 -5.025970 6.512027 0.73 0.38 0.07
C 0.784672 -5.404020 7.880717 -0.11 0.44 0.00
C 2.035062 -6.203250 8.257727 0.48 -0.45 0.72
N 1.969782 -6.862220 9.567237 -0.86 1.16 -0.63
C 3.203112 -7.420820 9.961747 0.11 -2.52 1.19
C 2.891852 -8.637660 10.945537 0.54 0.81 0.31
O 2.091412 -9.686020 10.408457 1.29 -0.61 -0.34
C 2.670962 -10.457670 9.307147 -1.52 0.92 -0.18
H 2.575012 -5.010350 5.635097 0.27 -0.09 0.34
H 2.196862 -3.494610 6.537577 0.01 -0.27 0.69
H 1.487122 -3.818970 5.036187 -0.55 -0.25 -0.08
H -0.160158 -5.889740 8.124567 0.15 -0.88 -0.32
H 0.646342 -4.525290 8.510637 0.76 0.45 0.18
H 2.941932 -5.603550 8.335557 -0.21 0.84 0.00
H 2.393822 -6.914810 7.514027 -0.74 -0.39 -0.70
H 1.205602 -7.504870 9.719277 -0.04 -0.07 -0.47
H 3.928452 -6.677530 10.292657 -0.22 0.10 0.85
H 3.799462 -7.940390 9.211737 -0.21 -0.08 -1.11
H 2.331872 -8.342340 11.832847 -0.10 0.42 -0.13
H 3.831332 -9.028520 11.336337 0.27 -0.15 -0.19
H 2.242552 -11.459620 9.281357 -0.33 0.16 0.39
H 3.743312 -10.624620 9.205737 0.23 0.71 0.66
H 2.266502 -9.898620 8.463357 0.55 -0.43 -0.69
C 2.459572 5.332290 -2.612533 0.38 -1.95 1.22
O 1.541992 4.388090 -1.960503 -0.92 0.34 -0.63
C 2.031952 3.243810 -1.243273 1.44 0.66 -0.75
C 0.948652 2.377970 -0.656003 -2.04 -0.54 -0.44
N 1.302372 1.016390 -0.222313 0.91 0.49 0.74
C 0.154772 0.190230 0.175227 -0.54 -0.81 -0.37
C 0.579742 -1.156450 0.794647 0.07 -0.47 1.37
O -0.514738 -1.813560 1.492387 0.43 0.53 -0.59
C -0.243298 -3.109470 1.999027 -0.60 -0.59 -0.27
H 3.108242 4.810440 -3.316093 0.14 -0.27 0.00
H 3.080052 5.735000 -1.811953 0.12 0.46 -0.21
H 1.978752 6.108230 -3.208203 -0.68 -0.20 0.59
H 2.586782 3.585400 -0.369443 0.52 0.25 0.08
H 2.730182 2.676130 -1.858353 0.02 -0.21 -0.25
H 0.112122 2.130880 -1.309653 -0.08 0.99 -0.57
H 0.576912 2.990160 0.165667 -0.61 -0.16 0.28
H 1.836912 1.206590 0.613267 0.44 -0.69 0.34
H -0.456078 -0.055260 -0.693503 0.22 0.08 -0.46
H -0.585538 0.670950 0.814707 0.22 0.30 0.62
H 1.337952 -1.008330 1.563597 0.36 0.44 0.12
H 1.054612 -1.854460 0.105167 -0.27 0.07 -0.55
H -1.183458 -3.495320 2.393147 -0.09 0.18 0.02
H 0.475732 -3.245280 2.806887 0.36 0.85 0.17
H 0.056012 -3.842220 1.249627 0.12 0.20 -0.51
C -0.103528 0.387290 -3.693403 0.31 -0.89 1.12
O 0.245232 -0.373340 -4.853283 0.49 1.78 0.36
C 1.042432 0.360010 -5.848713 -2.20 -1.25 -0.61
C 1.015192 -0.636700 -6.983443 -0.85 0.84 -0.62
N -0.326918 -0.962180 -7.430213 -0.45 -0.11 -0.44
C -0.382248 -2.306850 -8.018293 -1.88 1.24 -0.38
C -1.483058 -2.555030 -9.114023 1.36 -0.08 0.12
O -2.657158 -2.898380 -8.478433 -0.56 -0.49 1.21
C -3.592688 -3.573180 -9.232343 -1.76 -0.98 -0.23
H -0.658128 -0.238920 -2.994553 0.59 -1.02 -0.01
H -0.860488 1.170590 -3.654043 0.29 0.86 -1.66
H 0.817112 0.701200 -3.201493 -0.09 0.28 0.18
H 2.089252 0.622180 -5.695263 -0.06 -0.08 1.13
H 0.461482 1.232280 -6.148253 0.17 0.36 0.13
H 1.510462 -1.541150 -6.630203 0.68 -0.04 -0.40
H 1.359992 -0.128760 -7.884123 1.53 -0.42 0.14
H -1.006618 -0.768340 -6.708723 -0.04 -0.59 0.04
H -0.719218 -3.004930 -7.251973 0.54 -0.57 0.09
H 0.597242 -2.546070 -8.432393 -0.09 -0.08 0.10
H -1.075018 -3.423850 -9.630503 -0.15 -0.27 -0.51
H -1.769708 -1.797340 -9.843303 0.94 0.58 -0.07
H -4.209168 -4.176840 -8.566283 -0.06 0.21 0.36
H -3.291218 -4.323600 -9.963173 1.14 0.10 -0.11
H -4.300198 -2.953640 -9.783433 0.10 0.64 -0.02
C -6.787748 -10.799910 1.441547 -2.01 0.64 -1.09
O -6.152288 -9.551460 1.529437 0.28 -1.37 0.28
C -5.361388 -9.606870 2.666117 0.67 1.93 1.03
C -4.707208 -8.231730 2.860847 0.52 0.49 1.46
N -5.526728 -7.013910 2.583337 0.47 -2.07 0.69
C -4.722198 -5.776450 2.794177 -1.12 -1.62 -0.76
C -3.749838 -5.667010 1.632387 0.46 1.81 0.67
O -4.446028 -5.184310 0.494157 0.25 -0.88 -0.95
C -4.365108 -3.797020 0.301507 -0.51 0.13 1.03
H -6.157028 -11.640860 1.153257 0.18 0.12 -0.06
H -7.599498 -10.598900 0.742427 0.23 -0.61 -0.70
H -7.388028 -11.044340 2.317907 0.51 -0.06 0.70
H -4.616808 -10.401960 2.705217 0.53 -0.06 -0.86
H -5.929848 -9.875120 3.556627 -0.79 0.38 0.14
H -3.740088 -8.155430 2.363897 0.11 -0.37 -0.58
H -4.405138 -8.201710 3.907727 -0.09 0.04 0.29
H -5.699548 -7.193020 1.604487 -0.54 1.01 -0.43
H -4.301698 -5.772490 3.799787 0.35 -0.21 -0.11
H -5.475608 -4.988870 2.808407 0.49 0.39 -0.31
H -3.166758 -6.556790 1.394877 -0.65 -0.37 -0.14
H -2.952578 -4.974390 1.902117 0.17 0.52 -0.01
H -3.338658 -3.463280 0.453537 0.16 0.28 -0.38
H -4.985708 -3.313700 1.056067 0.03 0.36 0.36
H -4.811418 -3.477100 -0.640073 0.39 -0.47 -0.28
C 4.195092 13.965650 2.495637 -1.60 -0.70 -0.95
O 5.057302 12.801200 2.317707 0.00 1.95 1.56
C 5.995962 12.557730 3.425347 -0.47 -0.01 -2.09
C 6.802322 11.326750 2.945207 2.08 1.27 2.15
N 6.088262 10.137940 3.176387 -0.81 -0.43 0.77
C 6.633432 9.025980 2.404167 -2.29 0.20 -1.02
C 5.539812 7.931350 2.360367 -0.07 -0.13 0.48
O 5.556132 7.165790 1.183497 1.40 0.74 -0.55
C 4.710342 6.078180 1.019977 0.26 -0.98 0.23
H 4.339712 14.936660 2.021997 1.65 -0.25 -0.79
H 3.854702 14.363030 3.451847 0.59 -1.20 0.99
H 3.281452 13.640540 1.997967 -0.25 -0.04 0.12
H 5.428392 12.369320 4.336647 -0.01 -0.46 0.05
H 6.552682 13.474390 3.619997 0.50 -0.16 -0.27
H 7.676792 11.244330 3.590647 0.49 0.46 0.26
H 7.267442 11.328260 1.959427 -0.53 0.89 -0.61
H 5.156212 10.454370 2.950007 -0.64 -1.36 -0.48
H 7.616512 8.717140 2.759517 -0.17 -0.04 0.11
H 6.682932 9.404840 1.383327 0.66 -0.35 -0.52
H 4.573322 8.435070 2.377297 -0.13 0.20 0.44
H 5.637262 7.292010 3.237777 -0.16 -0.15 0.19
H 4.116512 6.219410 0.116907 -0.32 -0.03 0.22
H 4.126632 5.778420 1.890337 -0.51 0.70 0.16
H 5.316432 5.181650 0.889657 0.27 -0.12 -0.43
C 0.469972 -6.330870 -5.300803 -0.94 -0.31 -2.42
O -0.042198 -5.739260 -4.156123 0.74 2.70 0.92
C 0.270572 -4.281820 -4.188103 1.19 -0.47 0.77
C 1.716052 -4.053460 -3.646603 -0.58 -1.31 -1.12
N 2.205362 -2.717270 -3.805273 0.98 0.11 1.65
C 3.610362 -2.466740 -3.398673 -0.82 2.35 -0.08
C 3.876892 -2.215540 -1.862883 0.33 -2.52 -0.67
O 5.258952 -2.051590 -1.639223 1.03 0.91 -0.40
C 5.645492 -1.800120 -0.298083 -0.18 0.63 -0.49
H -0.370898 -6.494070 -5.974903 -0.56 -0.87 0.05
H 1.024652 -7.265930 -5.222823 -0.02 0.12 0.74
H 0.987672 -5.696080 -6.019913 0.96 0.59 0.73
H -0.271218 -3.642730 -3.490883 -1.07 -0.79 -0.02
H 0.094392 -3.882760 -5.187003 0.14 -0.12 -0.15
H 2.376812 -4.793940 -4.097373 0.30 -0.19 -0.51
H 1.643932 -4.426400 -2.624933 0.15 0.61 0.47
H 1.889662 -2.171370 -4.594223 0.01 -0.34 0.15
H 3.797672 -1.469820 -3.797633 0.19 0.18 -0.34
H 4.361842 -3.073930 -3.903343 0.00 -0.67 0.47
H 3.758762 -3.186810 -1.382473 -1.41 -0.03 0.54
H 3.269522 -1.405520 -1.459073 -0.13 -0.02 -0.02
H 5.495642 -2.626820 0.396327 -0.16 -0.35 -0.16
H 5.113712 -0.929650 0.086107 -0.25 0.11 0.16
H 6.699162 -1.521060 -0.302443 0.01 -0.24 -0.13
C -3.512558 -11.285790 5.375377 1.24 0.41 -0.75
O -2.858078 -9.995580 5.306007 -0.57 -1.31 1.23
C -1.594828 -9.897850 5.982197 -0.22 1.24 -0.67
C -1.168378 -8.442260 5.623897 -0.15 -2.40 2.14
N -0.347828 -8.452070 4.467097 -0.13 0.54 -0.71
C 0.644332 -7.387840 4.469957 -0.79 -0.24 -1.47
C 1.044712 -7.225220 3.020427 0.01 0.46 0.22
O 0.047302 -6.485850 2.318927 0.50 0.27 -1.37
C 0.036822 -6.853670 0.901447 -1.14 -0.25 0.92
H -3.800428 -11.619390 6.372337 0.07 0.29 0.16
H -2.792168 -11.978440 4.940217 -0.04 -0.53 0.18
H -4.373728 -11.303310 4.707407 -0.04 0.40 0.22
H -0.863388 -10.655590 5.701267 0.02 0.02 -1.05
H -1.491428 -9.996690 7.062767 -1.56 -0.05 0.59
H -0.665778 -8.144650 6.544187 0.34 0.81 -0.21
H -2.087028 -7.881710 5.450807 -0.04 0.22 0.51
H -1.036778 -8.076980 3.830897 0.26 -0.45 -1.20
H 1.521922 -7.695560 5.038497 -0.15 0.47 0.41
H 0.114352 -6.468570 4.719297 0.81 0.37 0.79
H 1.083632 -8.224100 2.585867 0.62 -0.06 -0.13
H 1.975052 -6.657310 3.015747 0.38 -0.24 -0.53
H 0.955732 -6.850440 0.315197 0.60 -0.02 0.75
H -0.623018 -6.205210 0.325077 -0.27 0.22 0.52
H -0.408148 -7.848340 0.928677 0.16 -0.22 -0.65
C -4.180588 2.233510 -8.925143 1.05 -0.90 0.44
O -3.867608 3.285080 -8.110593 -0.30 4.00 -1.05
C -3.494518 3.014350 -6.852483 0.78 -0.88 3.26
C -3.140418 4.191890 -5.865063 1.59 0.21 -2.08
N -1.658708 4.588850 -6.033243 -2.34 0.00 0.93
C -1.394418 5.780940 -5.200573 1.61 1.62 -1.76
C -1.161928 7.087570 -6.105103 0.19 -1.08 -1.64
O -0.254048 6.856110 -7.223753 -0.22 -0.83 -0.50
C 1.113812 7.045730 -6.996103 0.52 1.36 1.78
H -3.293818 1.600220 -8.950803 0.16 -0.58 -0.35
H -4.324068 2.639770 -9.926383 -0.70 -0.35 0.18
H -4.947908 1.661530 -8.403453 -0.69 -0.28 -0.82
H -2.634568 2.345110 -6.879183 0.54 -0.16 0.21
H -4.257838 2.434930 -6.333143 -0.56 -0.26 0.12
H -3.313868 3.941710 -4.818443 0.13 -0.39 -0.24
H -3.740058 5.076130 -6.081043 -0.43 0.00 -0.12
H -1.559808 4.860790 -7.000903 0.20 0.03 -0.28
H -0.440628 5.581150 -4.712233 -0.25 0.18 0.71
H -2.204898 6.076830 -4.534493 0.09 -0.47 0.31
H -0.884568 8.058040 -5.693563 0.08 -0.30 0.96
H -2.061838 7.281910 -6.688633 -0.44 -0.09 0.36
H 1.343002 6.783710 -5.963183 0.33 -0.53 0.10
H 1.378042 8.103070 -7.014013 -0.31 0.60 -0.10
H 1.888322 6.647890 -7.651823 -0.93 -0.97 -0.42
C -6.590868 -2.083380 3.348287 0.82 -0.53 0.12
O -5.417438 -2.753090 3.865887 -0.10 -0.49 -0.61
C -4.521798 -1.963180 4.648477 -1.45 0.43 0.40
C -3.219288 -2.640960 5.028977 -0.77 -0.40 -0.75
N -3.296688 -3.868120 5.790587 -0.84 -0.72 0.68
C -2.231408 -4.011710 6.758317 1.12 0.41 0.07
C -2.670838 -3.537470 8.181167 1.20 0.02 -1.23
O -3.835088 -4.154350 8.580267 -1.60 -2.36 0.77
C -3.716868 -5.524970 9.160397 -0.52 1.37 -0.04
H -6.355018 -1.675440 2.365407 0.04 0.69 0.19
H -7.008758 -1.383000 4.071427 0.25 0.42 -0.10
H -7.399878 -2.782460 3.136387 0.33 -0.58 0.34
H -5.151738 -1.677170 5.490787 0.39 0.24 0.73
H -4.258088 -1.034120 4.143097 0.08 0.10 -0.29
H -2.587318 -1.928580 5.559297 -0.01 0.48 -0.19
H -2.788348 -2.867990 4.053857 0.59 0.02 -0.06
H -4.137018 -3.930800 6.347377 -0.63 0.06 -0.38
H -1.462058 -3.367270 6.332997 0.56 0.15 0.70
H -1.731978 -4.980130 6.729417 -0.52 -0.35 0.16
H -2.854098 -2.474050 8.027367 -0.47 0.16 0.38
H -1.942328 -3.613990 8.988337 0.63 -0.14 -0.23
H -4.656718 -6.069210 9.067807 -0.19 0.43 -0.64
H -3.631898 -5.431450 10.243047 0.65 0.15 0.04
H -2.948468 -6.167100 8.729877 0.27 0.43 -0.12
```
Positions in Å, forces in eV/Å.